Entry from the OMol25 dataset: a gas-phase ion, C4H11NPS (charge +1) at a distorted geometry (ωB97M-V/def2-TZVPD).

The SMILES is [NH3+][C@H]1CSC[C@@H]1P. Its HOMO energy is -12.233 eV. The charge is +1. For the energy above the lowest of the compared OMol25 structures with the same formula, charge and spin, the calculation gives 31.0 kcal/mol. Its LUMO energy is -3.7987 eV.

CARTESIAN COORDINATES (ANGSTROEM)
C -0.1704 -0.7042 -0.2766
N 0.7431 -1.7031 0.2965
H 0.2473 -2.6270 0.1096
S -2.3662 0.6883 -0.1044
H -0.3167 -0.8355 -1.3417
C -0.8141 1.5884 -0.1052
H 0.6903 0.6892 1.1137
H 2.5080 1.6512 0.4220
C -1.5904 -0.8908 0.1722
H -1.7117 -1.0525 1.2376
H -0.8510 2.2323 -0.9473
H 0.8422 -1.4105 1.3027
H 1.6413 -1.8277 -0.2858
H -1.0024 2.1135 0.8073
C 0.3805 0.6621 0.0955
P 2.1176 0.9937 -0.7272
H 1.8902 2.0851 -1.4066
H -2.2376 -1.6524 -0.3622

***

Entry from the OMol25 dataset: a molecular structure, C31H29NiO6P2 (ωB97M-V/def2-TZVPD).

Its HOMO energy (alpha / beta) is -4.146 / -4.138 eV. Its multiplicity is 3. The charge is -1. The expectation value of S² is 2.0124. For the energy above the lowest of the compared OMol25 structures with the same formula, charge and spin, the calculation gives 0.0 kcal/mol. Its LUMO energy (alpha / beta) is 2.6574 / 2.4663 eV.

CARTESIAN COORDINATES (ANGSTROEM)
C 3.1024 -0.0147 2.1226
C -0.3666 -5.0630 -2.6828
C -2.6911 -1.4364 -2.9808
H -1.6521 1.0014 3.6433
O 3.0437 -0.4720 -1.0723
C -3.8685 -1.0444 -3.6038
Ni 0.5500 0.3679 -0.7158
C 2.0645 0.8699 2.4249
C -0.3242 3.2453 1.4767
C -0.1784 -2.8297 -1.7874
C -0.9217 -3.9907 -2.0037
H 1.5099 2.5904 3.5866
H -4.0654 -1.3580 -4.6213
O 0.2821 0.4807 -2.9141
C -2.0219 4.2625 2.8393
H -1.9779 -2.0431 -3.5231
C -4.7766 -0.2363 -2.9386
H 4.8611 1.7184 -0.0096
C 1.6882 -3.8387 -2.9313
H 2.9599 -0.7554 1.3434
H 5.5117 1.1993 4.1705
H -5.1744 0.8655 -1.1396
H -3.0691 0.2230 -0.0609
C -1.4829 1.9351 3.1218
C -4.4924 0.1979 -1.6510
H -2.3162 -2.7655 0.4990
C 2.2948 1.8832 3.3503
C 3.5295 1.9989 3.9764
C -1.0576 4.3601 1.8428
C 3.2143 0.7626 -0.9844
H 4.7168 2.1191 -1.7203
C 4.6373 1.3076 -0.9967
C -0.5198 2.0215 2.1221
H 5.3505 0.5205 -1.2325
C -0.4571 1.2170 -3.5460
H 0.6121 -1.5911 2.3575
H 0.3952 3.2995 0.6668
H -2.9937 2.9662 4.2440
C -2.2361 3.0494 3.4740
C -1.4960 -1.3686 1.9354
C 1.1335 -2.7608 -2.2504
C -1.4210 2.4296 -2.2470
C -1.3675 -2.2608 0.6957
H -1.9522 -1.9614 2.7339
H -5.6871 0.0804 -3.4315
H 2.7089 -3.7781 -3.2871
H 3.6968 2.7949 4.6919
H -0.9515 -5.9592 -2.8517
C -0.1569 -0.8193 2.4480
O -0.8063 1.4540 -4.6636
H -0.2200 -0.5587 3.5076
H -2.1875 -0.5477 1.7326
H -2.6119 5.1288 3.1119
H 1.7193 -1.8681 -2.0512
H 5.1298 -0.5885 2.4990
P 0.4937 0.6340 1.5083
C 4.5482 1.1047 3.6847
C 0.9407 -4.9853 -3.1504
H -1.9449 -4.0512 -1.6495
O 2.2924 1.6191 -0.8590
H 1.3726 -5.8229 -3.6849
O -1.1360 2.0540 -1.1309
O -2.0603 3.2427 -2.8482
C 4.3310 0.0972 2.7532
H -0.8988 5.3032 1.3358
P -0.8133 -1.3913 -0.8526
H -0.6165 -3.0321 0.8878
C -2.4066 -1.0280 -1.6799
C -3.3130 -0.1845 -1.0338

***

Entry from the OMol25 dataset: a molecular structure, C32H38N8OS2Zr at a distorted geometry (ωB97M-V/def2-TZVPD).

Its HOMO energy is -18.661 eV. The charge is +4. For the energy above the lowest of the compared OMol25 structures with the same formula, charge and spin, the calculation gives 8.4 kcal/mol. Its LUMO energy is -12.2240 eV.

CARTESIAN COORDINATES (ANGSTROEM)
H -3.9665 -1.4296 2.3608
H -2.7237 2.3889 0.0271
C 2.4209 2.6712 -1.9236
N -1.7905 2.7380 -0.0624
C -1.1040 2.9739 4.8263
H -2.5831 3.6020 -1.8187
H 1.2599 3.5463 -3.5384
C 0.7865 -5.1588 1.1410
H 0.9691 -7.1402 0.2371
H 0.2913 -3.7472 -1.2850
C 0.8187 -3.1297 -2.0050
H 0.2026 4.2033 -1.0412
H -3.7148 -0.1923 4.4821
C -1.2759 -4.0492 0.7408
H 2.8668 4.5259 2.7920
H -0.7846 2.3267 -4.0837
H -2.0194 2.0549 -2.8704
C 0.3483 -6.2701 0.3731
H 1.4669 1.8183 -3.6004
C -3.1792 -0.6792 2.4440
C -0.9793 1.8038 -3.1376
H 2.4019 3.0639 0.8641
C 1.2852 2.6318 -2.9072
H 1.7276 -5.2780 1.7095
H -0.2423 -3.8927 -3.7580
C -2.0352 1.9108 4.8364
S 1.6438 -1.6467 1.1201
N 0.6326 2.3073 1.5932
N -1.2153 -0.2060 -1.7375
N -1.3907 0.5983 1.4761
N -2.8996 2.0194 5.8242
N -1.2660 3.8450 5.8161
C -1.8165 3.8026 -1.0782
C 1.4222 -2.6330 -4.3053
H -0.1295 -2.2757 2.5837
H 1.3031 -2.8273 -5.3580
O 0.8046 -0.5949 0.2877
C -0.9399 -6.2469 -0.1701
C -0.4821 3.8265 -1.7962
C 1.9495 3.9613 2.7622
H -2.2336 -0.2781 -1.6917
C 1.0628 3.9870 3.8328
H 3.7089 -1.2976 -2.1854
C -0.2091 2.2862 2.6579
C 2.4854 -1.8200 -3.8505
H -1.9530 -3.2040 0.9400
H -2.3804 -0.9364 0.4953
H -1.2147 -7.1030 -0.7797
H -2.7397 -5.0505 -0.4201
C -3.0587 0.0123 3.6210
H 2.3566 3.5472 -1.2688
H 0.2590 -0.0211 -3.2754
C 0.6401 -2.8445 2.0369
C -2.1070 1.0300 3.7165
H 3.1572 -1.3007 -4.5553
C -0.7882 0.3133 -3.0822
C -1.7369 -5.1181 -0.0154
H -1.9551 4.8108 -0.6112
C -0.0715 3.1088 3.8016
H 2.4938 0.6653 -1.4334
H -0.8284 -1.1280 -1.5998
H -0.5202 4.4234 -2.6847
C 1.9543 -2.4554 -1.5892
H 1.4286 -3.1953 2.7849
C 1.7122 3.1328 1.7022
N 2.1842 1.5226 -0.9754
H 2.8612 1.5894 -0.1845
S -2.4746 3.2953 6.7045
C -2.2942 -0.3870 1.4101
Zr 0.0258 1.1531 -0.2430
C 2.4836 -2.6766 -0.2150
C 0.5565 -3.2316 -3.4049
H 1.3092 4.5742 4.7459
C 2.7686 -1.7367 -2.5176
H -1.6400 3.1174 0.8696
H -1.3418 -0.2000 -3.8761
H 2.4384 -3.7203 0.1691
H 3.3718 2.5535 -2.4590
H 3.5093 -2.3678 -0.1347
C -1.2647 1.2761 2.6519
C 0.0008 -4.0145 1.2724
N -0.0198 2.4658 -2.1806

***

Entry from the OMol25 dataset: a molecular structure, C52H51AsBiIN6O3S (ωB97M-V/def2-TZVPD).

Its HOMO energy (alpha / beta) is -7.419 / -9.761 eV. Its multiplicity is 2. The charge is +1. The expectation value of S² is 0.7960. For the energy above the lowest of the compared OMol25 structures with the same formula, charge and spin, the calculation gives 38.3 kcal/mol. Its LUMO energy (alpha / beta) is -2.4092 / -2.3768 eV.

CARTESIAN COORDINATES (ANGSTROEM)
H -4.0153 -0.2644 1.8999
C -4.5598 0.6689 1.9149
C -1.7567 -3.1040 -0.7547
H 0.5234 2.3971 -2.6693
H 5.3695 1.4094 2.0581
H -1.5054 6.5548 0.9534
C 2.7220 -0.0547 -2.3691
N 1.4577 0.1653 -2.7386
H 1.1185 -2.7454 -2.5182
H -2.3321 3.0414 -2.4290
C -1.6564 6.1016 -1.1424
C 2.8289 1.1762 2.4112
H -0.9944 -3.7417 -3.2025
C -1.8833 -3.6529 3.5298
C -2.9011 0.6805 -1.2647
Bi 0.0165 0.1489 1.1526
H -1.8843 5.3550 -3.1416
H 1.4953 -5.3073 -1.0500
H 2.3760 3.2227 -4.1497
C -6.4994 1.9424 2.5707
H 4.6141 4.0580 -0.5833
C -1.6825 5.7854 0.2112
H 3.4464 1.8821 2.9779
C -4.6421 0.6807 -2.9676
C -1.8950 5.1112 -2.0853
C 1.0814 -3.8315 -2.5980
C -1.9911 -3.2458 0.7538
C 4.9994 0.4909 1.6072
H 0.8016 3.3457 2.5177
C 3.5865 0.2004 1.7004
C -2.1374 -4.7337 2.7099
C 5.8779 -0.3489 0.9680
H -2.4667 -6.8555 2.4834
S -0.9238 -1.4340 -1.2926
H 3.9487 -1.6068 -5.1074
H 4.3209 -3.4852 -0.8818
C -4.0792 -0.4405 -3.5556
C -4.7432 2.9914 1.3014
I 1.2396 -1.5324 -6.6728
C 3.5602 -2.9637 -0.3071
H -5.5387 1.1293 -3.3776
C 3.2548 -1.1098 -4.4409
H -0.2767 -4.4553 -0.4376
C 3.7361 3.6936 -1.0986
H 0.0367 -0.0736 -4.2243
C -1.2462 -1.2955 3.8405
C 3.6578 3.6906 -2.4818
C -5.7906 0.7473 2.5536
H 4.6663 -0.8439 -2.8277
C -5.9730 3.0616 1.9433
C -1.9408 4.4822 0.6110
H 7.6674 0.6333 1.6800
C -2.1842 3.4847 -0.3321
C 3.0615 -1.0019 1.1602
H 4.4885 4.0360 -3.0828
C 1.0531 2.5407 3.2136
As -2.3222 1.6726 0.3453
H -1.4524 7.1176 -1.4599
H -6.1972 -0.1335 3.0368
N -0.9325 -4.1940 -1.1595
C 1.9403 -0.8865 -4.8232
C 3.6529 -0.6843 -3.1840
C 1.9757 -4.4292 -1.4891
H 1.8310 2.9102 3.8855
N 1.5649 2.7589 -0.9498
H -7.4603 2.0005 3.0684
H 2.9121 -4.7850 -1.9118
H -1.7648 -3.8019 4.6027
H -2.4841 -1.8621 -3.4730
H 1.4734 -4.0982 -3.5843
H -1.2693 -1.4786 4.9197
C -2.3420 -0.4773 -1.8461
N 1.5571 1.3980 2.4428
H -1.9594 4.2436 1.6696
H 7.9618 -0.9022 0.8570
H -4.3594 3.8699 0.8088
C 5.3717 -1.5128 0.3945
H 2.6546 3.2165 0.7247
C 1.4578 2.7753 -2.2898
O 1.8158 -1.3821 1.2905
H -1.1030 2.3116 3.4208
C 2.6739 3.2327 -0.3518
H 0.8553 0.4116 4.7033
H -3.2655 -6.1521 3.8855
C -2.1504 3.8039 -1.6831
C -2.1206 -4.5091 1.3252
O 0.5645 2.2851 -0.2365
H -1.5275 -6.4281 3.9141
C -2.3592 -6.1180 3.2780
C -4.0475 1.2286 -1.8466
C 1.0756 -0.2442 -3.9521
C -2.9389 -0.9979 -3.0022
H 3.0079 0.2826 -1.3744
N 2.3130 -3.4915 -0.4264
C 3.9835 -1.8603 0.4308
C -4.0321 1.7948 1.2796
H -0.4233 -5.3573 -2.8178
H -0.7471 0.5840 5.4057
H -0.2858 2.8163 4.8824
C -0.2021 2.1575 4.0207
H -4.4929 2.1078 -1.4027
C 7.3441 -0.0025 0.8537
H -2.1980 -5.3656 0.6633
C -1.7293 -2.3679 3.0001
C -1.9567 -2.1364 1.6218
H -6.5213 3.9965 1.9453
H 7.5502 0.5328 -0.0769
C -0.3718 -4.3101 -2.5088
C -0.1739 0.7051 4.4869
H -4.5204 -0.8803 -4.4425
O -2.0806 -0.9234 1.1842
H 1.5883 -3.0226 0.0939
N -0.7153 -0.1942 3.4430
H -2.6713 -3.0443 -1.3478
C 2.4940 3.2355 -3.0742
H 6.0514 -2.1972 -0.1091

***

Entry from the OMol25 dataset: 8 unconnected molecules or ions with the total composition C28H75N4O12 at a distorted geometry (ωB97M-V/def2-TZVPD).

Its HOMO energy is -5.494 eV. The charge is -1. For the energy above the lowest of the compared OMol25 structures with the same formula, charge and spin, the calculation gives 323.8 kcal/mol. Its LUMO energy is 2.2249 eV.

CARTESIAN COORDINATES (ANGSTROEM)
H 39.0690 13.9660 24.4440
H 40.3410 15.7410 29.9590
H 35.0050 14.0780 27.2750
H 38.7100 14.9740 28.9430
C 40.3090 17.3540 24.5760
C 40.5200 16.1240 30.9270
C 38.1280 13.1320 22.0130
H 40.8940 9.9240 19.5690
H 36.4940 13.2030 33.5560
C 44.8910 10.9900 26.1020
C 38.1550 21.9430 27.1250
C 41.1570 10.3390 26.4740
H 33.3830 13.3610 27.5660
H 37.3360 12.6860 21.3210
H 36.3910 13.1670 29.0230
H 38.5840 14.0750 21.3930
H 37.7780 20.2490 29.0610
H 41.6530 11.1660 19.1940
H 37.8700 12.6640 26.8940
H 39.7300 15.8470 31.5400
H 40.0350 16.6800 23.8590
O 37.5080 13.4290 23.2340
H 36.3510 10.4680 33.6340
H 40.1670 12.9380 22.6330
H 39.7340 20.5390 30.2950
H 47.7060 9.8110 25.4980
H 43.5260 16.6450 27.2920
N 39.9040 11.9980 20.8200
N 35.9530 12.6530 31.6850
H 41.2770 17.1080 25.1790
H 43.5510 9.6150 27.2580
H 40.8760 14.4570 32.8900
H 43.5700 9.3780 25.4540
O 39.1720 21.3190 28.0330
H 35.9290 14.9410 29.2750
C 40.0280 11.3160 26.4170
C 41.6940 10.4310 19.8840
O 35.3820 11.3880 35.1790
O 45.9350 10.0690 25.8080
O 34.4860 13.7310 29.3240
C 41.1760 11.2220 21.1420
C 35.7990 10.1780 35.9380
H 39.0900 11.5400 22.6770
C 38.7740 15.1740 28.0070
H 35.2430 14.5690 31.7170
H 37.3700 17.1300 27.8260
O 39.0650 17.4630 25.2660
H 34.8540 13.1850 33.3820
H 39.2220 11.4410 20.6630
C 43.5420 10.1930 26.2510
H 37.1020 14.5560 31.3240
H 41.0570 10.6000 21.9240
H 36.6400 11.1520 26.8800
H 41.1410 13.7360 31.4870
C 42.5980 16.7000 27.7540
H 34.9650 18.4640 26.8240
H 39.4430 14.2380 27.5540
H 42.4440 12.0380 26.6890
H 44.9640 11.5040 26.9690
H 42.6080 13.8780 32.2170
C 35.8900 13.9250 29.6210
H 41.6120 17.6830 29.9490
C 38.1590 14.3590 24.0310
O 39.2890 16.4370 27.7870
H 42.0820 11.9570 21.4870
H 39.4580 17.8770 29.1140
H 39.9330 11.8860 25.5590
C 35.8340 12.6840 33.1630
H 34.9400 12.5130 27.6940
H 42.8820 16.4700 28.8500
H 40.6880 19.8530 28.9480
H 39.2530 17.1470 26.2330
C 37.7240 11.6340 26.4740
C 40.6560 17.6280 30.5670
H 41.2320 10.0260 27.6240
H 34.6460 10.7830 33.3130
H 36.1050 17.7240 26.0210
C 41.6080 14.3880 32.1060
O 38.7930 10.7380 26.6500
H 36.7560 19.2110 27.0570
H 41.1100 18.0440 31.4830
H 38.7930 19.3070 27.5490
H 37.9910 21.1120 26.3350
N 39.4800 18.2650 30.0280
O 41.6730 15.6380 31.5220
C 47.2070 10.6110 25.6160
O 36.2870 17.4740 27.9140
H 37.7990 14.8920 27.5330
O 41.8580 15.6070 27.1650
H 43.5490 9.4740 17.9280
H 38.6480 22.6130 26.3810
H 36.9270 10.0070 35.9900
H 42.4680 8.3260 18.6910
H 35.5910 10.3140 36.9400
H 47.4440 11.4880 24.7720
C 34.4380 13.3960 27.9040
C 36.1440 14.0300 31.1780
H 37.4990 14.6300 24.8080
C 39.7370 19.6160 29.5210
N 42.4090 11.1560 26.0620
H 35.2790 9.2350 35.4380
C 43.3170 9.0490 18.9780
H 44.6790 11.6860 25.2390
H 47.6210 10.8300 26.6550
H 40.9480 15.6300 27.2140
H 35.0080 12.2620 31.3690
C 36.0380 18.4030 26.8750
C 38.7180 20.0410 28.4880
H 44.2890 8.4810 19.0630
H 40.6550 18.1750 24.0130
H 40.8920 9.4940 25.8410
H 39.9740 12.0470 27.2690
O 42.8780 9.6860 20.1390
H 37.4550 22.5170 27.5750
H 38.2210 15.4720 23.6310
C 39.3610 12.3730 22.1050
H 37.6780 11.8160 25.3670
H 41.8380 17.7140 27.7390
C 35.6590 11.2860 33.7690

***

Entry from the OMol25 dataset: a molecular structure, C9H19BeClF3KLiN2O5S at a distorted geometry (ωB97M-V/def2-TZVPD).

Its HOMO energy is -9.501 eV. The charge is +1. Its LUMO energy is -5.4561 eV.

CARTESIAN COORDINATES (ANGSTROEM)
Cl 4.8440 1.8472 4.9070
H -2.9146 0.3397 -0.5455
H -2.5315 0.8225 2.9261
F -0.9021 -2.6261 -5.2760
H 3.6157 -3.7721 -1.0029
F 1.0723 -1.7511 -5.4039
O 0.5569 0.1093 -3.0096
O 3.1663 -1.8914 -0.3082
N -3.6362 2.1343 0.2210
C 2.6893 -3.8544 1.0072
K 3.7724 5.1676 3.0628
H 1.9521 -3.3844 -1.0275
Be 3.0689 1.0651 3.6423
H 0.8808 1.9303 2.4888
H -0.0330 0.8436 -0.7642
H 2.5628 1.7606 1.5791
H -1.3304 2.2228 1.3328
C -1.5167 1.1943 0.8683
H -1.9953 1.8837 -1.3546
S -0.2570 -1.0977 -3.1596
O -1.6727 -0.8783 -2.8643
F -0.6784 -0.5275 -5.7549
H 1.0377 2.4170 0.6331
Li 3.0949 3.3916 0.7561
C -0.1887 -1.5174 -4.9693
H 3.6098 -3.6107 1.5628
C -4.0077 1.1716 1.3531
N 0.9421 0.3113 1.0814
H -4.7195 0.4567 0.7956
H -0.6195 -0.7348 0.0648
C 1.4012 1.6872 1.4808
C -2.4754 1.3991 -0.4415
H -4.4126 2.4511 -0.3857
O 2.4100 -5.1092 0.8415
H -4.6584 1.6589 2.1552
H -2.7352 -0.6412 1.6498
H 1.9411 -3.2352 1.5299
C -0.3044 0.3494 0.2508
C 2.8760 -3.1500 -0.4730
O 0.3015 -2.2536 -2.4685
H -3.2966 2.9523 0.7602
H 1.6863 -0.0123 0.4238
C -2.5963 0.4800 1.8350

***

Entry from the OMol25 dataset: 2 unconnected molecules or ions with the total composition C3H4N2O at a distorted geometry (ωB97M-V/def2-TZVPD).

Its HOMO energy (alpha / beta) is -6.748 / -10.675 eV. Its multiplicity is 3. The charge is 0. The expectation value of S² is 2.0273. For the energy above the lowest of the compared OMol25 structures with the same formula, charge and spin, the calculation gives 20.6 kcal/mol. Its LUMO energy (alpha / beta) is 0.7474 / -1.9930 eV.

CARTESIAN COORDINATES (ANGSTROEM)
C 1.1538 0.7538 0.1968
H 1.6743 -2.2951 -0.5709
N -1.5077 0.2557 -0.0983
H 0.6999 1.2333 1.0447
H 1.3287 1.4141 -0.6571
N 1.5037 -0.4521 0.1826
C 2.1493 -1.3915 -0.2580
H -0.5172 0.4611 0.1649
C -2.6981 0.1857 -0.0329
O -3.7866 -0.1651 0.0281